# C45H110F2N11O10S2V

A structure of composition C45H110F2N11O10S2V at a distorted geometry (ωB97M-V with the def2-TZVPD basis set, OMol25).

Positions of all 181 atoms, in Å:
O -0.9564 -2.5413 -3.9976
V -1.8530 -2.2805 -2.7691
N -0.4883 -1.4738 -1.4265
S 0.7609 -2.2070 -0.5485
O 0.2985 -3.0068 0.5590
O 1.9972 -1.4556 -0.4388
F 1.2083 -3.2557 -1.6475
S -0.5150 -0.2399 -0.4827
O 0.4070 0.8330 -0.7128
O -0.9866 -0.4333 0.8918
F -1.8013 0.4146 -1.1318
C 0.9754 7.5344 3.2747
C 0.4071 6.8000 2.0731
N 0.2029 5.3575 2.3868
C -0.5838 4.7054 1.3176
C 0.2388 4.3407 0.0815
C 1.4126 4.6041 2.7653
C 1.0074 3.2565 3.3682
H 0.6049 7.2173 4.2504
H 0.6366 8.5721 3.2469
H 2.0640 7.5363 3.3258
H -0.5190 7.3028 1.7924
H 1.0450 6.9510 1.1961
H -1.4795 5.3026 1.1394
H -1.0393 3.7748 1.6624
H 0.7746 3.4100 0.2778
H 1.0207 5.0457 -0.2002
H -0.4143 4.1134 -0.7633
H 2.0904 4.3736 1.9357
H 2.0665 5.1512 3.4438
H 0.1878 3.3244 4.0824
H 0.7668 2.5105 2.6063
H 1.8702 2.7605 3.8185
C 6.8120 2.7067 -2.5836
C 6.3460 2.0260 -1.2904
N 4.9261 1.6382 -1.3830
C 4.5158 0.8623 -0.2248
C 5.1799 -0.5232 -0.1728
C 3.9934 2.6967 -1.7593
C 3.8164 3.7330 -0.6396
H 7.8298 3.0960 -2.5350
H 6.3070 3.6730 -2.6520
H 6.5578 2.1278 -3.4697
H 7.0387 1.2493 -0.9699
H 6.4257 2.7442 -0.4644
H 4.7592 1.3747 0.7147
H 3.4305 0.7532 -0.1897
H 5.1729 -0.8850 -1.2043
H 6.2430 -0.3787 0.0197
H 4.7268 -1.2656 0.4798
H 2.9875 2.3598 -2.0197
H 4.3089 3.1696 -2.6883
H 3.5114 4.7010 -1.0429
H 4.6544 3.9081 0.0347
H 2.9877 3.4479 0.0110
C 2.1798 -8.1677 1.7107
C 2.8733 -6.8526 2.1383
N 4.1315 -6.6280 1.4737
C 4.6078 -5.2366 1.3664
C 3.6283 -4.3471 0.5830
C 5.2231 -7.5200 1.9165
C 6.3689 -7.5776 0.9040
H 1.2263 -8.3174 2.2164
H 2.7670 -9.0828 1.7935
H 2.0414 -8.1386 0.6260
H 2.1736 -6.0374 1.9526
H 2.9921 -6.8892 3.2283
H 4.9478 -4.8032 2.3116
H 5.4739 -5.2717 0.7049
H 4.1932 -3.4771 0.2525
H 3.2549 -4.9016 -0.2773
H 2.8294 -4.1023 1.2828
H 4.7637 -8.5028 2.0206
H 5.6017 -7.2113 2.8963
H 6.8837 -8.5323 0.9976
H 6.9980 -6.7094 1.0910
H 5.9288 -7.5205 -0.0920
C -1.4615 1.5036 6.5767
C -0.8339 0.2383 6.0214
N -1.7934 -0.5179 5.1848
C -1.1405 -1.3242 4.2095
C -2.0933 -2.0709 3.2933
C -2.6715 -1.3357 6.0428
C -2.0762 -2.5162 6.8549
H -1.8012 2.1346 5.7538
H -0.6975 2.0566 7.1217
H -2.3344 1.1901 7.1467
H 0.0583 0.4438 5.4292
H -0.5386 -0.3250 6.9107
H -0.6575 -0.6366 3.5091
H -0.3531 -1.9219 4.6805
H -2.5616 -2.9558 3.7331
H -2.9507 -1.4571 3.0130
H -1.5226 -2.4277 2.4366
H -3.6024 -1.6705 5.5757
H -3.1894 -0.6673 6.7363
H -2.7886 -2.8814 7.5912
H -1.0792 -2.2715 7.2222
H -1.8180 -3.3580 6.2065
C -3.7534 4.3731 -5.4299
C -4.2186 3.0385 -4.7999
N -4.6051 3.0460 -3.4162
C -3.4346 3.1814 -2.5337
C -3.7542 3.0325 -1.0068
C -5.6698 4.0332 -3.0545
C -6.9967 3.4231 -3.5213
H -3.4963 4.2041 -6.4748
H -2.8963 4.7425 -4.8665
H -4.5512 5.1129 -5.3687
H -5.0252 2.5759 -5.3726
H -3.3807 2.3536 -4.9546
H -2.9640 4.1504 -2.7214
H -2.7780 2.3538 -2.8071
H -4.5424 2.3196 -0.7684
H -3.9327 4.0139 -0.5682
H -2.8440 2.6756 -0.5212
H -5.6766 4.1785 -1.9760
H -5.5741 5.0331 -3.4847
H -7.7116 4.1598 -3.1443
H -7.1384 3.3826 -4.6013
H -7.2478 2.4356 -3.1380
C -4.6893 1.1849 3.9124
O -5.9163 1.2115 3.9869
N -4.0130 2.1562 3.2648
C -2.6085 1.9730 2.8990
C -4.6345 3.2223 2.5448
H -4.0388 0.3815 4.2881
H -2.2042 1.0086 3.2104
H -1.9568 2.6848 3.4078
H -2.4122 1.9835 1.8254
H -4.1551 4.1980 2.6111
H -4.7768 2.9315 1.5019
H -5.6375 3.3263 2.9610
C 0.1449 1.2531 -4.1337
O -0.3783 0.2108 -4.4738
N 0.0719 2.4242 -4.7733
C 0.8220 3.5869 -4.2962
C -0.5413 2.5678 -6.0613
H 0.7517 1.3248 -3.2171
H 1.4163 3.3310 -3.4214
H 0.1472 4.4242 -4.1129
H 1.5103 3.9394 -5.0664
H -1.1357 3.4835 -6.0327
H 0.2205 2.7792 -6.8148
H -1.1569 1.7180 -6.3453
C 4.0635 0.2535 -4.2941
O 4.1001 1.3228 -4.9032
N 3.2762 -0.8095 -4.6487
C 3.4046 -2.0894 -3.9856
C 2.4382 -0.8364 -5.8382
H 4.7487 -0.0558 -3.4920
H 3.9952 -2.8933 -4.4298
H 2.4278 -2.5434 -3.8001
H 3.7536 -1.9931 -2.9551
H 1.4357 -1.1606 -5.5576
H 2.3425 0.1966 -6.1722
H 2.8301 -1.4700 -6.6340
C -1.8032 -5.3542 -1.5596
O -1.5068 -4.2158 -1.9805
N -0.9614 -6.3988 -1.5922
C -1.2617 -7.5610 -0.7537
C 0.3518 -6.3699 -2.2403
H -2.7713 -5.6152 -1.1151
H -2.2099 -7.4906 -0.2197
H -0.4484 -7.8428 -0.0877
H -1.5110 -8.4409 -1.3525
H 1.2220 -6.1994 -1.6086
H 0.4685 -7.3471 -2.7108
H 0.2696 -5.6681 -3.0690
C -4.0518 -2.6287 -0.1688
O -3.3733 -2.3237 -1.1545
N -4.7987 -1.7881 0.5357
C -5.5102 -2.1468 1.7211
C -4.8087 -0.3420 0.2497
H -4.2053 -3.6871 0.0825
H -6.5849 -1.9877 1.6280
H -5.2098 -1.5069 2.5534
H -5.3154 -3.1442 2.1143
H -4.6921 0.1848 1.1970
H -4.0611 -0.0103 -0.4653
H -5.7998 -0.0775 -0.1218

As for the total energy: -138098.342 eV. Its largest force on an atom is 0.1756 hartree/bohr. Its gap between HOMO and LUMO (alpha / beta) is 0.14732 / 0.16347 Eh. The spin multiplicity is 2. As for the charge: +1. As for the expectation value of S²: 0.78. The value obtained for the LUMO energy (alpha / beta) is -5.423 / -4.984 eV.